(1)
# C2H2ClN2O3

A 3-piece molecular cluster, C2H2ClN2O3 overall (the ωB97M-V functional and the def2-TZVPD basis, the Open Molecules 2025 dataset).

The geometry in ORCA input format:
```
! wB97M-V def2-TZVPD RIJCOSX def2/J DEFGRID3
* xyz -1 1
C 1.860 0.384 0.195
C -0.348 0.024 -0.693
N -0.786 -0.862 0.088
N -0.725 -1.546 1.032
O 2.041 -0.748 0.337
O 1.906 1.513 0.005
O -1.450 -2.410 1.482
Cl -1.820 3.008 -0.518
H 0.139 -0.380 -1.469
H -0.816 1.017 -0.459
*
```

Calculated values
- LUMO level: 2.83 eV
- Energy relative to the best compared isomer or geometry (same formula, charge and spin): 30.1 kcal per mole

Atom charges from the natural (NBO) analysis, given in e for atoms 1 to 5: atom 1 (C): 1.006, atom 2 (C): -0.236, atom 3 (N): -0.074, atom 4 (N): 0.256, atom 5 (O): -0.541

(2)
# C4H5NO2

C4H5NO2 as an isolated structure (the ωB97M-V functional and the def2-TZVPD basis, the Open Molecules 2025 dataset).

The geometry in ORCA input format:
```
! wB97M-V def2-TZVPD RIJCOSX def2/J DEFGRID3
* xyz 0 1
O -0.796 -2.544 -0.771
C -0.039 -1.624 -0.604
C -0.345 -0.532 0.338
C 0.627 0.357 0.996
N 0.023 1.655 0.630
C -0.391 1.623 -0.579
O -0.595 0.513 -1.239
H 0.888 -1.463 -1.180
H -1.284 -0.635 0.899
H 1.644 0.255 0.581
H 0.696 0.300 2.092
H -0.560 2.583 -1.069
*
```

Calculated values
- LUMO level: -0.66 eV
- Energy relative to the best compared isomer or geometry (same formula, charge and spin): 69.8 kcal per mole

Atom charges from the natural (NBO) analysis, given in e for atoms 1 to 5: atom 1 (O): -0.487, atom 2 (C): 0.385, atom 3 (C): 0.071, atom 4 (C): -0.327, atom 5 (N): -0.516

(3)
# C4H7N4

An isolated ion of composition C4H7N4 and charge +1 (the ωB97M-V functional and the def2-TZVPD basis, the Open Molecules 2025 dataset).

The geometry in ORCA input format:
```
! wB97M-V def2-TZVPD RIJCOSX def2/J DEFGRID3
* xyz 1 1
C 0.044 2.067 -0.484
N 0.234 0.943 0.058
C 1.091 0.795 1.219
N -0.228 -0.263 -0.356
C -1.800 -1.064 -0.765
N -1.425 -2.231 -0.771
C -0.080 -2.360 -0.516
N 0.534 -1.264 -0.145
H -0.509 2.265 -1.444
H 0.473 3.053 -0.235
H 1.675 1.701 1.528
H 1.809 -0.107 0.992
H 0.584 0.370 2.114
H -2.822 -0.608 -0.746
H 0.419 -3.299 -0.446
*
```

Calculated values
- Structure (SMILES): C=[N+](C)n1cncn1
- LUMO level (alpha / beta): -5.11 / -5.10 eV
- Energy relative to the best compared isomer or geometry (same formula, charge and spin): 114.0 kcal per mole

Atom charges from the natural (NBO) analysis, given in e for atoms 1 to 5: atom 1 (C): 0.040, atom 2 (N): -0.075, atom 3 (C): -0.486, atom 4 (N): -0.126, atom 5 (C): 0.262

(4)
# C3H2NOS2

A 2-piece molecular cluster, C3H2NOS2 overall (the ωB97M-V functional and the def2-TZVPD basis, the Open Molecules 2025 dataset).

The geometry in ORCA input format:
```
! wB97M-V def2-TZVPD RIJCOSX def2/J DEFGRID3
* xyz -1 1
C -0.578 -1.749 0.016
C 0.877 -0.200 0.128
C -0.110 0.537 -0.659
N 0.630 -1.462 0.368
O -0.376 2.604 0.602
S 2.515 0.362 0.211
S -1.517 -0.435 -0.649
H -1.047 -2.660 0.258
H -0.394 3.003 -0.274
*
```

Calculated values
- LUMO level (alpha / beta): 3.12 / 2.60 eV
- Energy relative to the best compared isomer or geometry (same formula, charge and spin): 131.8 kcal per mole

Atom charges from the natural (NBO) analysis, given in e for atoms 1 to 5: atom 1 (C): -0.159, atom 2 (C): -0.156, atom 3 (C): -0.297, atom 4 (N): -0.465, atom 5 (O): -0.733

no.,strongest force on any atom (Eh/bohr)
1,0.0912
2,0.0465
3,0.0951
4,0.1007